[1]
One molecule with the formula C5H11N3 at a distorted geometry, computed with ωB97M-V/def2-TZVPD.

XYZ file:
```
19
Properties=species:S:1:pos:R:3:nbo_charge:R:1
C 0.02115 -0.29818 1.66441 0.256
N -1.33169 1.35437 -1.21459 -0.827
H 0.42594 -1.21270 3.41388 0.375
N 0.17219 -0.45912 -1.34872 -0.514
C 1.49811 -0.11948 1.40012 -0.658
H -1.21314 -1.13945 3.02995 0.377
H 1.98497 0.34230 2.26693 0.210
H -1.97485 -0.16288 0.98110 0.194
H -2.14807 1.67709 -0.71047 0.389
C 0.47922 -0.13580 -2.73169 -0.454
C -0.64857 0.28926 -0.69048 0.420
N -0.31069 -0.67603 2.95951 -0.804
H -1.43375 1.37746 -2.21974 0.385
H 1.96952 -1.09139 1.22251 0.228
C -0.92399 -0.08063 0.73130 -0.379
H 1.70530 0.53456 0.54849 0.242
H -0.38202 -0.31887 -3.38212 0.176
H 1.29396 -0.78049 -3.07601 0.204
H 0.81641 0.89998 -2.84437 0.179
```

## Properties
Energy relative to the best compared isomer or geometry (same formula, charge and spin)   56.8 kJ/mol
Structure (SMILES)   C/N=C(N)/C=C(\C)N
Largest force on an atom   1.843 eV/Å
E_HOMO   -7.97 eV
Frontier orbital gap   9.0 eV


[2]
A 8-piece molecular cluster, C14H25BN7O3P overall, computed with ωB97M-V/def2-TZVPD.

XYZ file:
```
51
Properties=species:S:1:pos:R:3:nbo_charge:R:1
P -1.32005 2.36180 0.88153 2.048
C 3.49093 4.90120 1.47157 0.326
N -5.45331 -0.77980 0.14308 -0.365
H 1.82186 -2.54674 0.91870 0.263
H -0.92465 -4.85409 -3.88296 0.254
H -3.31049 -5.66502 2.47297 0.260
H 9.12592 4.32154 -2.17539 0.258
N 3.37770 0.21807 1.02131 -0.334
C -2.20034 -2.04088 0.45105 -0.740
C -4.86539 0.17923 -2.20669 -0.725
C 8.04578 4.26682 -2.05510 -0.721
H -2.15844 -1.43853 -0.45550 0.254
C 2.71305 -0.65685 0.68602 0.289
O -1.43353 2.53032 -0.57557 -1.081
C -2.80668 -3.97392 -4.16086 0.293
H -5.41171 -0.36004 -2.97827 0.261
B 0.48208 1.99880 1.41655 0.075
C -3.53371 -3.81291 3.41747 0.294
N -3.08544 -2.82568 3.79511 -0.340
N 2.48256 4.62972 1.94920 -0.377
H -3.79704 0.07388 -2.38626 0.261
H 5.37228 5.81269 1.56239 0.257
H -3.24112 -2.24851 0.69271 0.279
C -4.09722 -5.05976 2.92017 -0.725
H -2.28652 -5.76376 -3.20330 0.255
C 4.76445 5.24674 0.85944 -0.730
H 7.60853 5.22689 -2.32281 0.254
C -1.87908 -4.76820 -3.36743 -0.726
H 4.58376 5.85320 -0.02755 0.244
O -2.27720 1.23207 1.47608 -1.001
H 5.30539 4.34692 0.57813 0.282
N -3.53668 -3.34605 -4.78722 -0.346
H 0.73584 0.94038 1.87947 -0.065
H -4.55305 -5.61149 3.73993 0.256
H 7.65147 3.49800 -2.71669 0.259
C 1.83409 -1.71775 0.21353 -0.720
H -1.71833 -4.29319 -2.40151 0.267
C -5.20191 -0.35744 -0.89556 0.310
H 1.28698 2.85972 1.31570 -0.028
H 2.16789 -2.08076 -0.75591 0.256
H -1.75672 -1.48436 1.27073 0.278
H -1.02833 4.20346 1.92169 0.514
H 0.82246 -1.32423 0.11942 0.247
C -1.47267 -3.28183 0.24934 0.312
N 7.46066 3.68444 0.41525 -0.343
N -0.86042 -4.23998 0.07541 -0.383
O -1.79926 3.64939 1.72596 -0.991
H -5.12643 1.23466 -2.24909 0.261
H -4.85550 -4.84620 2.16883 0.257
H -3.02496 1.57276 1.98613 0.521
C 7.72010 3.94174 -0.67371 0.299
```

## Properties
Structure (SMILES)   BP(=O)(O)O.CC#N.CC#N.CC#N.CC#N.CC#N.CC#N.CC#N
Largest force on an atom   0.557 eV/Å
E_HOMO   -10.17 eV
Frontier orbital gap   9.7 eV


[3]
C27H20CoN3S2 as an isolated structure, computed with ωB97M-V/def2-TZVPD.

XYZ file:
```
53
Properties=species:S:1:pos:R:3:nbo_charge:R:1
C 2.72787 4.15309 -2.44615 -0.185
H 1.62305 4.72269 -0.67988 0.224
H 3.10286 5.15282 -2.62157 0.219
C 1.36744 2.66236 -1.10076 -0.155
C -4.17735 0.03586 1.33975 -0.014
H 0.30830 -2.35409 -2.78699 0.254
C 2.99484 -3.49798 3.20485 0.286
C -1.68965 0.78049 2.31596 0.302
C 2.22617 -2.60284 2.38241 -0.210
H 0.39540 -3.69914 2.62270 0.225
C 3.09106 3.12641 -3.27060 -0.234
H -6.37843 -1.30232 -0.86364 0.217
H 1.98787 -2.77150 -2.46965 0.224
C -4.25220 -1.14128 -1.16922 -0.224
N 3.60920 -4.21346 3.86226 -0.322
H 3.76077 3.28324 -4.10634 0.214
C -0.40801 1.19272 2.97719 -0.669
H -0.91766 -2.18272 1.21550 0.226
C 2.83438 -1.49622 1.79399 -0.177
C 1.17576 -2.10800 -2.17531 -0.669
C -2.99165 -0.08684 0.59153 0.110
C -5.44060 -0.96597 -0.44148 -0.175
N -1.76189 0.34612 1.06373 -0.441
Co -0.27560 0.31436 -0.29348 0.799
H -4.27563 -1.62819 -2.13566 0.224
C -5.40896 -0.39463 0.79925 -0.238
C 0.13329 -1.97277 1.37547 -0.303
C -2.85023 0.89315 3.12344 -0.258
C 2.99340 0.71723 -3.80218 -0.110
H -0.49083 0.99111 4.04440 0.224
H 3.88709 -1.30850 1.96156 0.225
H 2.58153 0.22523 0.56623 0.216
C -4.07329 0.56335 2.64283 -0.120
H -2.72920 1.26791 4.12999 0.224
H 0.91899 -2.29608 -1.14001 0.255
C 0.73077 -0.86145 0.78118 -0.060
C 2.53125 -0.51293 -3.47456 -0.263
S -1.55459 -0.96745 -1.54965 -0.207
C 0.86940 -2.83760 2.17040 -0.149
C 1.88078 3.91430 -1.35198 -0.219
C 1.70613 1.59108 -1.96337 0.109
H 3.67859 0.85892 -4.62924 0.219
C -3.03980 -0.71387 -0.67799 -0.154
H 0.45194 0.66662 2.58044 0.255
C 1.61005 -0.69211 -2.41131 0.301
S 0.34969 2.34792 0.27516 -0.206
H -4.96418 0.67159 3.24963 0.220
H 2.83953 -1.38929 -4.02699 0.223
N 1.17069 0.33884 -1.69871 -0.444
H -0.23507 2.26134 2.85385 0.254
H -6.30922 -0.27192 1.38749 0.214
C 2.59714 1.82597 -3.02772 -0.015
C 2.08885 -0.63554 1.00330 -0.239
```

## Properties
Energy relative to the best compared isomer or geometry (same formula, charge and spin)   0.0 kJ/mol
Largest force on an atom   0.135 eV/Å
E_HOMO   -7.35 eV
Frontier orbital gap   6.8 eV


[4]
One molecule with the formula CH2N4O2 at a distorted geometry, computed with ωB97M-V/def2-TZVPD.

XYZ file:
```
9
Properties=species:S:1:pos:R:3:nbo_charge:R:1
H -2.11372 -0.56483 -0.29562 0.513
N 2.00459 -0.60416 0.08154 -0.062
H -0.62574 2.22266 0.62620 0.520
N 0.99474 -1.43527 0.03975 -0.296
N 1.65782 0.72789 -0.07065 -0.074
N 0.33654 0.49858 -0.21498 0.056
O -0.80381 1.29760 0.01206 -0.562
O -1.37188 -1.31947 0.07495 -0.641
C -0.07855 -0.82299 -0.25325 0.545
```

## Properties
Energy relative to the best compared isomer or geometry (same formula, charge and spin)   451.9 kJ/mol
Structure (SMILES)   Oc1nnnn1O
Largest force on an atom   5.231 eV/Å
E_HOMO   -10.19 eV
Frontier orbital gap   9.9 eV


[5]
One molecule with the formula C5H6O3 at a distorted geometry, computed with ωB97M-V/def2-TZVPD.

XYZ file:
```
14
Properties=species:S:1:pos:R:3:nbo_charge:R:1
H 2.32183 -0.13615 1.56258 0.251
H 0.87218 -0.96565 2.12069 0.219
C 1.25282 -0.01222 1.75889 -0.708
C -0.79794 0.62707 -1.46876 0.803
C -0.88231 -1.50645 -0.01915 -0.262
O -1.92754 0.45406 -1.88704 -0.603
H -1.69647 -1.87653 -0.63875 0.229
H 1.11839 0.74748 2.53322 0.249
O 0.08596 1.30829 -2.22167 -0.670
C -0.16233 -0.44395 -0.40928 -0.213
H -0.84511 -1.91518 0.98433 0.205
H -0.42137 1.64190 -2.98376 0.495
O 0.50299 1.64390 0.17209 -0.529
C 0.57891 0.43343 0.49662 0.536
```

## Properties
Energy relative to the best compared isomer or geometry (same formula, charge and spin)   130.8 kJ/mol
Structure (SMILES)   C=C(C(C)=O)C(=O)O
Largest force on an atom   4.531 eV/Å
E_HOMO   -10.19 eV
Frontier orbital gap   9.9 eV


[6]
A 2-piece molecular cluster, C6H16O2 overall at a distorted geometry, computed with ωB97M-V/def2-TZVPD.

XYZ file:
```
24
Properties=species:S:1:pos:R:3:nbo_charge:R:1
H 3.03180 -2.05242 -0.58252 0.216
H 1.86739 -1.03147 -1.47976 0.232
H 1.80103 -0.06151 1.23881 0.189
H -0.39821 1.24862 -0.15692 0.178
O -2.77917 2.11331 -0.84537 -0.741
H 1.45849 0.79428 -1.32241 0.488
H -2.18509 2.45237 -1.49409 0.476
H -1.75034 -0.68945 1.74230 0.207
C -0.81937 -0.28708 1.35201 -0.399
H -0.27416 -1.48508 -0.35815 0.195
H 0.17672 1.19617 -2.29047 0.480
C -1.17675 0.97453 0.57542 -0.432
C 0.11233 -1.28143 0.66492 -0.403
C -2.54123 0.91541 -0.16887 -0.043
H 2.03345 -1.76417 1.35519 0.205
O 1.10548 0.95820 -2.19446 -0.961
C 2.50660 -1.10518 -0.62213 -0.646
H -0.20221 0.00492 2.22408 0.199
H -3.38102 0.65624 0.49082 0.183
H -1.04905 1.82857 1.22738 0.212
H 0.04640 -2.16548 1.30217 0.206
H 3.25493 -0.31853 -0.41278 0.215
H -2.48332 0.09752 -0.92064 0.150
C 1.64531 -0.99835 0.67546 -0.410
```

## Properties
Energy relative to the best compared isomer or geometry (same formula, charge and spin)   147.2 kJ/mol
Structure (SMILES)   CCCCCCO.O
Largest force on an atom   2.659 eV/Å
E_HOMO   -10.25 eV
Frontier orbital gap   10.9 eV


[7]
A 9-piece molecular cluster, C4H26N2O10 overall at a distorted geometry, computed with ωB97M-V/def2-TZVPD.

XYZ file:
```
42
Properties=species:S:1:pos:R:3:nbo_charge:R:1
H -2.36384 0.41286 0.19703 0.500
O 0.36965 -3.52715 -0.50605 -0.965
H -2.68897 0.64007 -1.30154 0.459
O 3.23126 1.89216 0.44578 -0.955
H 0.16415 0.97971 3.20011 0.421
H 1.36414 1.87466 2.36794 0.408
O 0.71623 0.56637 -4.36918 -0.935
H 2.39959 -1.37253 1.43368 0.468
O -2.61290 -0.05995 -0.64401 -0.988
H 1.44026 1.19443 -4.25078 0.466
C -0.47381 1.70844 1.42707 0.681
H -0.30827 1.36570 -1.71002 0.218
C 0.80606 0.09068 -0.28504 -0.099
O -1.62140 1.26809 1.50774 -0.689
C 0.43501 1.43969 -0.90983 -0.435
H 3.99655 2.11098 0.99672 0.477
H 0.89308 -4.30690 -0.70448 0.477
O 3.01771 -2.00054 1.06398 -0.951
O 1.39395 -0.78994 -1.24450 -0.750
H -0.21743 -1.52117 2.67420 0.456
H 0.79674 3.18103 0.41355 0.217
N 0.39529 1.60406 2.44536 -0.808
H 0.70251 0.10257 -3.51553 0.468
H -3.46960 -1.23066 2.76368 0.483
H 2.63929 -2.50057 0.34032 0.485
H -1.36137 3.90945 0.40312 0.359
H 1.57405 0.30950 0.46254 0.167
H -3.83283 -2.21002 1.55527 0.493
N -1.16932 3.24182 -0.33203 -0.803
H -0.01754 -0.38558 0.26151 0.181
H -0.30868 -3.60638 -1.20621 0.497
H -0.64152 -1.45166 -2.71196 0.469
O -1.11868 -2.20973 -3.08708 -0.948
H -1.90620 2.56708 -0.44180 0.356
H -2.02342 -1.91447 -3.15457 0.479
H -1.64317 -1.66990 2.97570 0.487
H 1.31771 1.78300 -1.46324 0.223
O -0.80832 -1.42106 3.42800 -0.954
O -3.49478 -2.14157 2.45678 -0.961
H 0.83009 -1.55094 -1.06295 0.496
C 0.00849 2.47016 0.16306 -0.138
H 3.59025 1.15822 -0.08236 0.486
```

## Properties
Energy relative to the best compared isomer or geometry (same formula, charge and spin)   245.4 kJ/mol
Structure (SMILES)   NC(=O)[C@H](N)CCO.O.O.O.O.O.O.O.O
Largest force on an atom   1.975 eV/Å
E_HOMO   -9.88 eV
Frontier orbital gap   10.0 eV


[8]
C33H39Cl3N3O4RbSeSi as an isolated structure, computed with ωB97M-V/def2-TZVPD.

XYZ file:
```
85
Properties=species:S:1:pos:R:3:lowdin_charge:R:1
H -4.79812 -1.30218 -3.92382 -0.002
H 0.15156 -7.98069 1.46077 0.091
H -1.72948 -8.22128 -0.13197 0.090
H -3.54253 -3.73318 2.73380 0.070
Si -0.65587 -2.98900 2.16144 0.415
C -4.23459 4.01230 -5.20461 -0.701
H 0.64495 -5.80317 2.46540 0.080
C -2.42852 2.70564 -3.39742 -0.550
H -1.82459 -4.77393 4.34397 0.073
Rb -1.49928 0.20747 -0.64709 0.875
C -3.83548 2.44517 -3.45912 -0.569
O -2.51158 -2.24481 -1.98902 -0.081
H -2.45115 -3.60309 5.51272 0.076
H -0.71444 -3.70527 5.21901 0.062
H -3.11555 -6.24199 -0.69315 0.100
C 5.06209 10.75568 -0.03039 -0.154
C 3.26440 -1.74152 2.64251 -0.085
H -0.89104 -4.41140 -3.59478 0.078
Se 4.59156 6.04546 -0.09283 0.361
C 3.81876 -2.58724 3.59226 -0.111
H 1.21609 -4.02335 -0.75911 0.090
C -2.02850 3.70394 -4.34586 -0.579
H 2.68465 8.33907 0.12523 0.079
H 3.59482 3.23626 -1.92819 0.069
C 1.94059 -1.90521 2.25236 -0.081
C 1.13615 -2.91347 2.79469 -0.197
Cl -5.33339 4.80154 -6.31985 0.580
N -0.49803 -3.11108 -1.44966 0.021
N -1.71842 -3.96121 -3.24571 0.180
H -2.25341 -1.08694 5.02299 0.077
O -1.63952 2.11325 -2.61476 -0.258
C 2.66384 3.64637 -2.31754 -0.131
H -3.40779 -2.03006 2.28530 0.077
H -1.64310 -0.54828 3.44747 0.077
C -2.88704 4.33546 -5.21947 -0.166
H -3.98053 -2.48088 3.90326 0.077
C -0.20531 -5.88951 1.80173 -0.094
H 5.17035 11.83400 -0.01576 0.075
C -4.71626 3.06231 -4.32149 -0.168
C 6.03382 8.54998 -0.17194 -0.180
Cl -0.33481 4.10713 -4.40393 0.690
C 0.48874 -4.16056 -1.55744 -0.081
H -2.42293 -3.72212 -3.92536 0.094
O -0.89267 -1.93825 0.99629 -0.478
H -3.94972 -2.25178 -3.08752 -0.021
C -0.47331 -7.12660 1.22426 -0.108
Cl -4.45745 1.23672 -2.35522 0.668
H 2.04804 4.57839 -0.47132 0.051
C -1.83720 -2.70848 3.63507 -0.609
H -0.59095 -2.62055 -0.52204 0.056
O -4.70792 -2.23647 -3.70949 -0.101
C -1.54893 -1.32062 4.21380 -0.095
C 1.35074 2.61062 -0.49199 -0.222
C -0.97876 -4.76198 1.51769 -0.197
H -5.76567 2.80210 -4.30580 0.095
H -2.50501 5.07398 -5.91075 0.095
H 2.92229 10.78560 0.16059 0.084
C -2.03406 -4.92857 0.61124 -0.108
C 1.71662 -3.74439 3.75935 -0.121
C -2.30578 -6.15518 0.02159 -0.095
H 2.26560 2.97720 -3.08102 0.058
H 1.50824 -1.23375 1.51816 0.089
H 3.46070 -4.24931 4.90447 0.090
C 4.77752 7.93124 -0.07027 -0.786
H 6.90886 7.91834 -0.26706 0.073
H 2.89700 4.61323 -2.75999 0.061
H -2.62770 -4.06465 0.32933 0.104
H 0.05021 -5.15810 -1.44555 0.077
H 1.03269 -4.11023 -2.50717 0.079
C 3.80720 10.16405 0.06826 -0.137
H 3.85789 -0.94666 2.20712 0.102
H 4.84989 -2.46100 3.90080 0.091
C -1.60258 -3.06017 -2.20966 -0.619
C 3.03920 -3.58987 4.15399 -0.109
H -0.53630 -1.25973 4.62138 0.077
C -1.69238 -3.76069 4.73472 -0.101
N 1.15710 1.62364 0.06543 0.103
H 1.12854 -4.52653 4.22616 0.083
C 6.17372 9.92938 -0.15140 -0.141
C -3.27382 -2.74035 3.10398 -0.100
C 1.65086 3.85634 -1.19097 -0.240
H 7.16486 10.36536 -0.23183 0.082
H 0.70825 4.23605 -1.58883 0.092
C 3.66877 8.78476 0.04845 -0.173
C -1.52569 -7.26269 0.33113 -0.117
```

## Properties
Charge   -2
Energy relative to the best compared isomer or geometry (same formula, charge and spin)   30.3 kJ/mol
Largest force on an atom   0.185 eV/Å
E_HOMO   -1.68 eV
Frontier orbital gap   5.2 eV